Density functional theory data (ωB97M-V/def2-TZVPD) for 3 unconnected molecules or ions with the total composition C27H53BFN6O4PS.

SMILES = CCNc1nc2c(CB(O)O)cc(P(C)C)c(S(=O)(=O)F)c2nc1CCN.CCN(CC)CC.CCN(CC)CC
lowest unoccupied orbital energy = -1.1651 eV
total energy = -2554.29218 Eh
molar mass = 618.61 g/mol
HOMO-LUMO gap = 0.248 Eh
highest occupied orbital energy = -7.916 eV

XYZ file:
```
94
Properties=species:S:1:pos:R:3:mulliken_charge:R:1
C 0.5099 5.6865 -1.8918 -1.038
C -0.7235 4.7070 -2.0063 -0.059
N -0.6447 3.7987 -3.2051 -0.167
C -1.4232 2.6054 -2.8405 -0.604
N -2.7139 2.8109 -2.4909 -0.528
C -3.2721 1.5895 -2.1474 -0.024
C -4.7171 1.6285 -1.6931 0.794
C -5.4540 3.0027 -1.6912 -1.261
B -5.5482 3.7001 -0.2470 0.622
O -6.8215 3.6839 0.4177 -0.551
O -4.4253 4.3089 0.3288 -0.500
C -5.4509 0.4675 -1.2664 -0.880
C -4.7749 -0.8858 -1.3028 0.116
P -5.8307 -2.3084 -0.7318 0.198
C -7.1235 -1.5374 0.4300 -1.079
C -4.9072 -3.5035 0.3709 -0.967
C -3.3725 -0.9910 -1.7795 0.422
S -2.6461 -2.6536 -1.8528 1.403
O -3.6180 -3.6267 -2.3546 -0.618
O -1.4820 -2.7446 -2.7177 -0.566
F -2.1114 -3.1387 -0.3544 -0.131
C -2.6250 0.2761 -2.1799 0.061
N -1.3013 0.1348 -2.5855 -0.276
C -0.6938 1.3081 -2.8991 0.453
C 0.8086 1.3227 -3.3926 -0.358
C 1.4335 -0.1085 -3.2754 -0.588
N 1.5969 -0.5099 -1.8663 -0.428
H 1.0881 5.4145 -0.9592 0.182
H 1.2227 5.5419 -2.7521 0.323
H 0.2248 6.7663 -1.7629 0.299
H -1.6823 5.2900 -2.0694 0.304
H -0.7863 4.0841 -1.0684 0.281
H -1.0687 4.2417 -4.0224 0.340
H -6.5136 2.8415 -2.0527 0.322
H -5.0060 3.7266 -2.4335 0.292
H -6.6242 3.2435 1.2707 0.283
H -4.6251 4.4432 1.2767 0.262
H -6.5046 0.6124 -0.9498 0.146
H -6.5448 -0.9662 1.2206 0.329
H -7.8216 -0.8483 -0.1030 0.333
H -7.6761 -2.3350 1.0048 0.354
H -5.6491 -3.8871 1.1353 0.423
H -4.0648 -3.0537 0.9549 0.260
H -4.5908 -4.4170 -0.2055 0.280
H 1.3958 2.1226 -2.8663 0.221
H 0.7375 1.5818 -4.4920 0.341
H 2.4138 -0.2118 -3.8145 0.388
H 0.7092 -0.8178 -3.7704 0.252
H 1.2918 -1.4757 -1.7215 0.117
H 1.0206 0.0437 -1.2314 0.239
C 1.1564 -4.1963 -0.1007 -0.929
C 0.5795 -4.6650 1.2371 -0.423
N 1.5476 -5.3888 2.0530 0.107
C 0.9550 -6.1024 3.1766 -0.700
C 0.2773 -5.2738 4.2696 -0.956
C 2.7779 -4.6724 2.3442 -0.758
C 2.6436 -3.3232 3.0491 -0.822
H 1.5963 -5.0307 -0.6509 0.281
H 0.3629 -3.7688 -0.7178 0.126
H 1.9182 -3.4235 0.0299 0.190
H -0.2564 -5.3325 1.0047 0.463
H 0.1541 -3.8029 1.7682 0.190
H 1.7145 -6.7417 3.6384 0.352
H 0.2117 -6.8006 2.7747 0.400
H 1.0054 -4.7673 4.9029 0.234
H -0.3042 -5.9322 4.9213 0.401
H -0.4108 -4.5310 3.8620 0.257
H 3.3081 -4.5132 1.3997 0.373
H 3.4521 -5.3104 2.9228 0.384
H 1.8644 -2.6967 2.6121 0.191
H 3.5867 -2.7754 2.9627 0.356
H 2.4433 -3.4380 4.1141 0.272
C 6.3177 4.1302 1.9265 -1.432
C 5.2348 3.0776 2.1300 -0.333
N 4.3143 2.9715 1.0097 0.199
C 3.1191 2.1961 1.3153 -0.746
C 3.2962 0.7121 1.6388 -0.829
C 4.9116 2.7059 -0.2928 -0.477
C 5.7743 1.4506 -0.4388 -0.988
H 5.8838 5.1023 1.6821 0.329
H 6.8998 4.2452 2.8442 0.437
H 7.0147 3.8511 1.1335 0.290
H 4.6694 3.3716 3.0202 0.437
H 5.7123 2.1167 2.3638 0.249
H 2.4048 2.2945 0.4905 0.126
H 2.6221 2.6696 2.1704 0.460
H 3.5158 0.1231 0.7483 0.112
H 2.3667 0.3135 2.0559 0.412
H 4.0839 0.5428 2.3754 0.374
H 5.5270 3.5697 -0.5656 0.386
H 4.1261 2.6857 -1.0538 0.105
H 6.4784 1.3271 0.3859 0.264
H 6.3617 1.5169 -1.3590 0.391
H 5.1680 0.5485 -0.5175 0.232
```



Density functional theory data (ωB97M-V/def2-TZVPD) for 10 unconnected molecules or ions with the total composition C71H150BN7O10.

lowest unoccupied orbital energy (spin up / spin down) = -9.0578 / -9.9748 eV
total energy = -3954.06738 Eh
expectation value of S² = 0.754
charge = +5
2S+1 = 2
molar mass = 1272.83 g/mol
HOMO-LUMO gap (spin up / spin down) = 0.138 / 0.104 Eh
highest occupied orbital energy (spin up / spin down) = -12.801 / -12.801 eV

XYZ file:
```
239
Properties=species:S:1:pos:R:3:mulliken_charge:R:1
C -2.1791 1.0810 -3.3762 0.983
C -3.4169 1.4950 -4.2482 -0.835
O -4.7244 1.1738 -3.8462 -0.385
H -2.3746 1.2905 -2.3245 -0.652
H -1.3854 1.7534 -3.7020 0.071
H -1.8204 0.0821 -3.6242 -0.050
H -3.3923 1.1740 -5.2896 0.397
H -3.2764 2.5608 -4.4283 0.439
C 2.1895 -3.4726 2.1783 -0.106
C 1.7291 -4.8827 1.8453 -0.555
O 2.5229 -5.8360 1.2694 -0.880
H 1.4411 -2.9787 2.7980 0.061
H 2.2235 -2.8689 1.2714 -0.245
H 3.2036 -3.4557 2.5775 0.443
H 0.8860 -4.8444 1.1554 -0.117
H 1.2491 -5.2493 2.7527 0.472
O -0.6039 4.2062 -1.1846 -0.586
C -0.3130 3.0836 -0.8310 0.037
O -0.8883 2.2518 0.0696 0.298
B -0.2812 0.9420 0.1182 0.348
O 0.6796 0.9941 -1.0196 0.439
C 0.8289 2.2476 -1.4955 0.004
O 1.6094 2.6246 -2.3515 -0.683
O -1.3051 -0.1033 -0.2143 -0.333
C -1.2904 -1.1175 0.7542 0.045
O -2.1106 -2.0281 0.8309 -0.674
C -0.2248 -0.6196 1.8552 0.861
O 0.2836 0.4927 1.4282 0.120
O 0.0273 -1.1820 2.9339 -0.668
C -7.8008 3.1991 -2.2503 -1.491
C -7.2940 2.4501 -1.0117 -0.308
C -5.8413 2.8560 -0.6486 -0.535
N -5.3004 1.9334 0.5129 0.208
C -3.9280 2.5653 0.9622 -0.245
C -3.3510 1.9338 2.2392 0.844
C -4.3107 1.9818 3.4192 -0.725
C -5.6196 1.3266 2.9994 -0.814
C -6.2524 1.8267 1.7127 -0.606
C -5.1273 0.5036 -0.1100 -0.680
H -7.2787 2.8556 -3.1434 0.311
H -7.6340 4.2740 -2.1803 0.367
H -8.8622 3.0375 -2.4382 0.413
H -7.4687 1.3784 -1.1068 0.322
H -7.9962 2.7822 -0.2470 0.326
H -5.8761 3.8885 -0.3008 0.441
H -5.1279 2.7557 -1.4665 0.368
H -4.1387 3.6318 1.0412 -0.371
H -3.4020 2.5318 0.0082 0.282
H -2.4357 2.4755 2.4775 0.358
H -3.0865 0.8958 2.0376 -0.408
H -4.5876 2.9737 3.7762 -0.344
H -4.0390 1.4479 4.3298 0.548
H -6.4389 1.4197 3.7123 0.576
H -5.3344 0.2786 3.0913 0.041
H -6.5255 2.8722 1.8556 0.437
H -7.1134 1.2571 1.3628 0.543
H -4.7699 -0.1007 0.7238 0.373
H -4.3874 0.6282 -0.9007 0.066
H -6.0546 0.0917 -0.5081 0.474
C 5.8319 3.1836 -3.8184 -1.129
C 6.1159 2.6587 -2.4140 -0.303
C 4.9423 1.9249 -1.7409 -0.309
N 5.4035 1.2820 -0.3573 0.587
C 4.1481 0.9774 0.4530 -1.919
C 3.3899 -0.2898 -0.1775 2.584
C 4.3076 -1.4885 -0.2187 -0.521
C 5.6348 -1.1401 -1.0013 -1.283
C 6.3565 0.0667 -0.4699 -0.553
C 6.0874 2.3496 0.5756 -0.901
H 6.4792 4.0459 -3.9785 0.428
H 4.7966 3.5097 -3.9176 0.301
H 6.0583 2.5171 -4.6507 0.149
H 6.3791 3.5250 -1.8073 0.401
H 6.9703 1.9820 -2.3987 0.227
H 4.7594 1.0034 -2.2937 -0.064
H 4.0563 2.5293 -1.5466 0.373
H 3.4118 1.7810 0.4647 0.579
H 4.4301 0.6295 1.4468 0.559
H 3.1426 -0.0814 -1.2184 -0.816
H 2.4621 -0.5398 0.3371 -1.214
H 3.7750 -2.3657 -0.5859 0.228
H 4.6346 -1.7801 0.7794 0.459
H 5.5137 -1.1454 -2.0846 0.314
H 6.2304 -2.0522 -0.9634 0.590
H 7.2626 0.3978 -0.9773 0.599
H 6.5871 -0.0904 0.5838 0.466
H 7.1399 2.2871 0.2993 0.416
H 6.1465 2.1868 1.6517 0.146
H 5.7106 3.3229 0.2612 0.408
C -7.6342 -7.3620 4.2878 -1.432
C -7.0362 -6.4192 3.2339 -0.170
C -5.4775 -6.4581 3.1948 -0.648
N -4.8298 -5.4084 2.1634 0.355
C -3.2572 -5.6114 2.0742 -0.474
C -2.6184 -5.2702 3.4172 -0.838
C -3.0408 -3.8236 3.8622 0.124
C -4.5807 -3.5245 3.9818 -0.804
C -5.2202 -4.0045 2.6015 -1.036
C -5.4434 -5.7463 0.8168 -1.029
H -7.4672 -6.9358 5.2770 0.376
H -7.2282 -8.3721 4.3432 0.372
H -8.6933 -7.5310 4.0933 0.382
H -7.3693 -5.4103 3.4773 0.191
H -7.3821 -6.6547 2.2275 0.340
H -5.1625 -7.4461 2.8591 0.451
H -5.0183 -6.2408 4.1591 0.358
H -2.9431 -6.6013 1.7432 0.342
H -2.9768 -4.9067 1.2914 0.302
H -2.9500 -5.9704 4.1839 0.377
H -1.5493 -5.4428 3.2937 0.405
H -2.5690 -3.4468 4.7696 0.513
H -2.6308 -3.1814 3.0828 -0.388
H -4.9111 -4.1623 4.8016 0.378
H -4.7666 -2.4829 4.2437 0.460
H -6.2984 -3.8450 2.5872 0.427
H -4.8918 -3.3680 1.7798 0.657
H -5.4118 -6.8317 0.7217 0.411
H -4.8674 -5.2387 0.0430 0.277
H -6.4952 -5.4615 0.7917 0.420
C -3.9587 5.4217 4.4047 -1.557
C -2.6286 5.8536 3.7532 0.150
C -2.8834 6.3812 2.3367 -0.392
N -1.5802 6.7787 1.5913 0.526
C -0.9804 7.9917 2.3261 -0.624
C 0.0820 8.8006 1.5484 -0.862
C -0.4748 9.2631 0.1758 -0.796
C -0.8602 8.0369 -0.5709 -0.466
C -1.9515 7.2313 0.1210 -0.649
C -0.5810 5.6083 1.5101 -0.711
H -3.7392 4.6526 5.1453 0.427
H -4.6583 5.0152 3.6742 0.286
H -4.5025 6.2237 4.9038 0.483
H -2.0620 4.9226 3.7717 0.164
H -1.9520 6.4094 4.4024 0.347
H -3.5522 7.2393 2.4040 0.578
H -3.3699 5.6110 1.7382 -0.079
H -1.7954 8.6830 2.5408 0.364
H -0.5453 7.6953 3.2805 0.447
H 0.4980 9.5698 2.1991 0.470
H 0.9833 8.2026 1.4146 0.310
H -1.3715 9.8323 0.4204 0.290
H 0.2335 9.8550 -0.4039 0.414
H -1.2087 8.3543 -1.5537 0.418
H 0.0186 7.4039 -0.6940 0.198
H -2.8368 7.8653 0.1703 0.537
H -2.3553 6.3762 -0.4211 0.319
H -1.0890 4.6447 1.4738 -0.311
H 0.0183 5.7554 2.4086 0.357
H 0.0688 5.8603 0.6720 0.492
C 5.7610 0.1537 -7.4041 -1.343
C 4.2461 0.0100 -7.5696 -0.623
C 3.4052 0.5721 -6.3544 -0.536
N 1.8461 0.3856 -6.3303 0.783
C 1.1438 1.3586 -7.3345 -0.826
C -0.3310 1.0600 -7.6420 -0.469
C -0.7157 -0.4247 -7.6611 -0.905
C -0.0455 -1.2596 -6.5316 -0.043
C 1.4545 -1.1174 -6.5442 -0.850
C 1.3997 0.8916 -4.9043 -1.321
H 6.0746 -0.6477 -6.7351 0.388
H 6.1933 0.9635 -6.8164 0.261
H 6.2613 -0.0354 -8.3538 0.362
H 4.0660 -1.0649 -7.5893 0.331
H 3.8970 0.3406 -8.5478 0.456
H 3.5530 1.6412 -6.2022 0.473
H 3.7614 0.0871 -5.4456 0.314
H 1.7903 1.2842 -8.2089 0.643
H 1.2605 2.3801 -6.9726 0.316
H -0.6401 1.5130 -8.5840 0.382
H -0.9759 1.5506 -6.9129 0.249
H -0.4455 -0.9413 -8.5821 0.344
H -1.7848 -0.5186 -7.4704 0.375
H -0.2635 -2.3216 -6.6445 0.576
H -0.5336 -1.0375 -5.5826 -0.312
H 1.8183 -1.4649 -7.5111 0.478
H 1.7552 -1.7006 -5.6738 0.435
H 1.7223 0.1565 -4.1669 0.334
H 0.3359 1.1273 -4.8763 0.089
H 2.0002 1.7474 -4.5959 0.536
C 0.9059 -2.2791 -2.1189 0.259
C 0.4051 -3.7327 -2.3258 -0.084
C 1.4983 -4.8429 -2.1745 -0.836
N 1.0867 -6.3145 -2.5996 0.485
C 0.8464 -6.2465 -4.1263 -0.516
C 0.6830 -7.6416 -4.6996 -0.876
C 1.8505 -8.5648 -4.3589 -0.675
C 2.1854 -8.7142 -2.8394 -0.666
C 2.3294 -7.2214 -2.2835 -0.685
C -0.1155 -6.7895 -1.8154 -1.037
H 1.3306 -2.1563 -1.1226 -0.577
H 0.0426 -1.6160 -2.1746 -0.073
H 1.6802 -2.0733 -2.8579 0.413
H -0.0691 -3.7729 -3.3064 0.306
H -0.3213 -4.0544 -1.5795 -0.101
H 1.8531 -4.9245 -1.1470 0.334
H 2.4223 -4.5972 -2.6979 0.330
H 1.7264 -5.7224 -4.4991 0.328
H -0.0895 -5.7042 -4.2606 0.333
H 0.6186 -7.4509 -5.7708 0.464
H -0.3259 -7.9877 -4.4751 0.413
H 2.7725 -8.2307 -4.8348 0.292
H 1.5959 -9.5459 -4.7597 0.396
H 3.1742 -9.1672 -2.7663 0.401
H 1.4784 -9.3094 -2.2615 0.311
H 3.1982 -6.6194 -2.5499 0.444
H 2.3856 -7.2124 -1.1950 0.436
H 0.2059 -7.0626 -0.8103 0.338
H -0.5231 -7.7055 -2.2431 0.415
H -0.8366 -5.9812 -1.6941 0.381
C 7.5773 1.0431 6.6892 -1.407
C 6.2901 1.7692 6.8384 -0.273
C 5.3847 1.5473 5.5645 -0.573
N 3.9912 2.3257 5.4919 0.323
C 3.0097 1.9198 6.6286 -0.688
C 2.5065 0.5299 6.4093 -0.909
C 1.9555 0.2116 4.9887 -0.722
C 2.9086 0.6065 3.9260 0.909
C 3.3999 2.0804 4.0992 -0.926
C 4.2168 3.8331 5.6012 -1.103
H 7.4548 -0.0204 6.8942 0.366
H 8.3471 1.4535 7.3427 0.401
H 7.9268 1.1335 5.6607 0.326
H 6.5509 2.8186 6.9755 0.338
H 5.7967 1.4891 7.7691 0.302
H 5.2993 0.4951 5.2928 0.463
H 5.9259 1.9329 4.7004 0.249
H 3.4861 2.0943 7.5933 0.477
H 2.1758 2.6170 6.5467 0.502
H 3.1747 -0.2252 6.8235 0.346
H 1.6980 0.5766 7.1388 0.462
H 1.7286 -0.8484 4.8745 0.354
H 1.0119 0.7203 4.7916 0.214
H 3.7718 -0.0572 3.8778 0.461
H 2.3852 0.4464 2.9834 -0.656
H 4.2550 2.2867 3.4554 0.186
H 2.6381 2.8395 3.9220 0.453
H 4.5685 4.0599 6.6076 0.452
H 3.2849 4.3908 5.5078 0.414
H 4.9612 4.1495 4.8705 0.357
```



Density functional theory data (ωB97M-V/def2-TZVPD) for a molecular structure, C20H34HgO10.

lowest unoccupied orbital energy = 0.4311 eV
ΔE to the lowest compared entry with this formula, charge and spin = 193.7 kJ/mol
total energy = -1688.11399 Eh
molar mass = 635.07 g/mol
HOMO-LUMO gap = 0.247 Eh
highest occupied orbital energy = -6.277 eV

XYZ file:
```
65
Properties=species:S:1:pos:R:3:mulliken_charge:R:1
Hg -0.2093 0.2109 0.7486 3.422
C -0.6735 -2.3578 4.6601 -1.310
C -0.5773 -1.2735 3.6226 0.348
O -0.2923 -1.5427 2.3057 -0.819
H -0.4495 -2.0327 5.6761 0.356
H -0.0633 -3.2430 4.4805 0.317
H -1.7026 -2.7165 4.6399 0.297
H 0.2655 -0.6621 3.9450 0.110
H -1.4764 -0.6597 3.5678 -0.096
C 1.5260 2.8443 -2.6298 -1.101
C 0.2401 2.2010 -2.2302 -0.488
O 0.2235 1.7307 -0.9329 -0.722
H 1.4888 3.2217 -3.6518 0.411
H 2.4114 2.2085 -2.6299 0.153
H 1.7352 3.6155 -1.8885 0.280
H -0.0814 1.4411 -2.9424 0.156
H -0.5932 2.8919 -2.3577 0.354
O 1.4203 1.4973 1.7605 -0.616
C 2.6040 1.8393 1.5349 0.395
O 3.3170 2.4749 2.4056 -0.439
C 4.6949 2.7169 1.9358 -0.468
C 4.8415 1.7427 0.7888 -0.743
C 3.4539 1.5463 0.3413 1.031
H 5.3512 2.4482 2.7636 0.372
H 4.8408 3.7256 1.5492 0.281
H 5.0798 0.7437 1.1538 0.292
H 5.6190 1.9887 0.0655 0.401
H 3.2397 0.5816 -0.1187 -0.540
H 3.2419 2.2607 -0.4542 -0.254
O 1.4362 -1.1353 -0.1581 -0.990
C 2.0353 -1.6916 -1.0799 0.015
O 2.9091 -2.5860 -0.7079 -0.362
C 3.2971 -3.3687 -1.8224 -0.553
C 3.1048 -2.4421 -3.0257 -0.597
C 1.9649 -1.5655 -2.5756 0.494
H 2.8063 -4.3409 -1.8682 0.279
H 4.3622 -3.6001 -1.8364 0.329
H 2.7632 -2.9890 -3.9045 0.305
H 4.0327 -1.8988 -3.2046 0.310
H 1.0386 -2.0058 -2.9446 -0.257
H 1.9861 -0.5302 -2.9158 0.089
O -1.8480 1.5484 1.6749 -0.325
C -2.9228 2.0661 1.7046 0.202
O -3.4760 2.6427 0.6049 -0.351
C -4.6615 3.4131 0.8678 -0.423
C -4.5666 3.5048 2.4385 -0.505
C -3.6048 2.4691 2.9651 -0.408
H -5.5781 2.9434 0.5112 0.282
H -4.6677 4.4023 0.4101 0.269
H -5.5856 3.3042 2.7695 0.261
H -4.2914 4.5162 2.7377 0.323
H -4.0348 1.5957 3.4553 0.313
H -2.9327 2.8793 3.7188 0.268
O -1.5449 -1.2218 -0.7377 -0.552
C -2.0627 -2.1860 -1.3479 0.148
O -2.9781 -3.0203 -0.8019 -0.367
C -3.6120 -3.9543 -1.6171 -0.371
C -3.2198 -3.2738 -2.9486 -0.679
C -1.8943 -2.5753 -2.7328 -0.207
H -4.6377 -4.0048 -1.2517 0.268
H -3.1273 -4.9247 -1.5106 0.252
H -3.9963 -2.5207 -3.0824 0.299
H -3.2114 -4.0432 -3.7206 0.359
H -1.7422 -1.6486 -3.2862 0.259
H -1.0153 -3.2013 -2.8863 0.243
```



Number 1: F_max 4.66 eV Å⁻¹. Number 2: F_max 4.22 eV Å⁻¹. Number 3: F_max 4.70 eV Å⁻¹.